No. 1
57
Properties=species:S:1:pos:R:3:forces:R:3 method="wB97M-V/def2-TZVPD" lumo_ev=0.323 e_homo_ev=-7.8 relative_energy_kcal_mol=0.0 smiles="CCCN(C(=O)CCSc1ccc(F)cc1)c1c(N)n(Cc2ccccc2)c(=O)[nH]c1=O" max_force_ev_per_a=0.75 homo_lumo_gap_ev=8.1
H -5.451 1.901 -0.639 -0.01 0.12 -0.05
C 0.235 2.025 0.715 -0.25 0.35 -0.08
N -0.237 0.645 0.750 0.71 0.00 -0.25
H 3.127 -0.712 1.536 -0.02 0.07 0.02
C -0.323 2.794 -0.483 0.16 0.03 0.19
C 6.471 -0.288 1.110 0.08 0.07 0.04
C 0.141 4.244 -0.468 -0.09 -0.23 -0.05
O -1.964 1.210 2.079 -0.24 0.30 0.05
H 1.227 4.302 -0.508 0.12 0.08 0.00
C 3.545 -2.213 -0.346 0.22 -0.26 -0.12
H -7.715 -1.533 -1.773 -0.09 -0.02 -0.07
H -1.412 2.750 -0.446 -0.03 -0.08 -0.04
O -1.326 -0.154 -1.801 -0.14 0.08 -0.06
H 0.131 -1.617 -3.133 0.10 0.02 0.16
N 0.525 -1.388 -2.227 -0.27 -0.08 -0.40
C 5.491 -1.250 0.931 -0.10 -0.07 -0.14
F -7.354 1.006 -2.156 0.05 -0.06 0.05
N 2.259 -1.630 -0.701 0.21 -0.08 0.12
H -2.360 -1.083 0.219 0.10 -0.04 0.02
C -0.248 -0.552 -1.415 0.39 -0.05 0.18
H 4.052 -0.040 -1.874 -0.08 0.03 -0.10
H 3.816 -2.858 -1.189 -0.10 0.08 0.25
C -4.929 0.082 0.367 -0.08 -0.16 -0.03
O 2.344 -2.629 -2.744 0.15 -0.19 -0.28
N 2.129 -0.646 1.418 0.00 -0.10 -0.13
C 1.591 -0.820 0.181 -0.67 0.20 0.11
H -1.110 -1.758 1.266 -0.04 0.00 -0.06
H 5.416 -2.078 1.622 -0.03 -0.09 0.08
C 4.611 -1.165 -0.142 0.12 0.01 0.02
H -6.405 -2.912 -0.172 -0.06 -0.13 -0.04
C -1.402 0.376 1.396 0.03 -0.63 0.12
H -0.003 2.310 -1.408 -0.07 -0.04 -0.02
H -0.264 4.778 -1.323 0.01 0.13 -0.05
H -0.100 2.500 1.641 0.14 0.00 -0.08
H 3.429 -2.834 0.547 0.03 0.05 -0.08
C -6.934 -1.096 -1.171 -0.05 0.23 -0.09
H 1.329 2.022 0.682 -0.04 -0.02 0.04
H -3.414 -0.436 2.680 0.12 -0.10 0.05
C 5.698 0.862 -0.846 -0.02 0.02 -0.06
H 5.779 1.682 -1.543 0.01 0.07 -0.06
C -6.205 -1.857 -0.281 0.16 0.11 0.10
C -6.645 0.253 -1.285 0.09 -0.02 0.12
C -2.997 -1.355 2.266 -0.47 -0.08 -0.31
H 7.153 -0.366 1.943 0.06 0.00 0.08
H 1.644 0.008 2.010 -0.01 0.00 -0.03
C -5.201 -1.275 0.491 0.23 -0.07 0.20
C -1.930 -1.039 1.225 -0.21 0.20 0.16
C 1.746 -1.933 -1.958 -0.15 0.10 0.03
C 4.725 -0.103 -1.031 0.00 -0.06 0.04
C -5.654 0.848 -0.529 -0.25 0.04 -0.25
C 6.572 0.772 0.225 0.07 0.01 0.06
C 0.379 -0.264 -0.152 -0.09 0.13 0.16
H -4.166 0.564 0.954 0.13 0.04 0.11
H -0.197 4.741 0.439 -0.01 0.12 0.09
H 7.334 1.523 0.367 0.06 0.07 0.02
H -2.594 -1.949 3.085 -0.06 0.04 0.03
S -4.358 -2.363 1.603 0.13 -0.15 0.24

No. 2
272
Properties=species:S:1:pos:R:3:forces:R:3 method="wB97M-V/def2-TZVPD" lumo_ev=-1.031 e_homo_ev=-5.5 relative_energy_kcal_mol=195.0 max_force_ev_per_a=4.75 homo_lumo_gap_ev=4.4
C 1.420 2.073 0.240 0.56 -1.32 0.25
H -5.392 1.272 0.722 0.07 -0.34 0.27
C -7.900 -0.737 4.180 0.02 0.27 -0.42
H -1.955 -1.825 -2.859 -0.30 0.34 -0.16
C -7.829 -3.905 0.110 0.09 -0.47 0.73
H -0.798 2.488 1.278 -0.29 -0.14 0.28
C -3.145 2.892 4.284 -0.38 -0.98 -0.57
H 0.491 8.959 -0.393 0.34 0.34 -0.25
C 0.245 -1.656 1.325 0.78 1.52 -0.50
C 6.709 -0.181 2.628 1.28 -0.73 0.72
C -1.881 6.771 -3.304 1.75 -0.12 0.84
C 1.211 -0.370 1.008 -2.29 -0.53 -0.56
C 2.557 -6.046 3.215 -0.34 -0.86 -0.03
C -1.749 5.167 0.969 -1.21 -0.37 0.54
H -6.834 -1.440 -4.581 0.15 -0.40 -0.22
H -4.847 -3.360 -4.591 -0.84 0.03 0.54
H -5.754 0.457 -5.562 0.23 0.04 -0.19
H 5.613 0.595 0.991 0.07 -0.01 -0.31
H -1.087 -0.105 -0.518 -0.22 0.05 -0.07
H 7.981 -1.862 2.460 0.45 -0.10 0.46
H -2.819 7.326 -3.290 0.43 0.40 0.30
H 4.448 -2.944 4.455 -0.31 0.44 -0.06
C 2.459 1.701 -0.820 -1.52 -0.33 -0.29
C -6.902 -0.302 3.080 0.05 -0.91 1.37
O -1.777 3.198 -6.270 0.04 0.52 0.48
O -5.263 -0.973 -0.571 -0.99 -1.02 -0.77
H 3.291 3.578 3.438 -1.40 -1.00 0.63
H 4.404 2.877 -2.679 -0.26 -0.47 -0.10
H -6.011 0.836 -3.886 0.09 0.05 0.05
H -4.028 -3.588 -0.171 1.23 0.31 0.50
H -5.843 -3.093 0.540 -0.24 0.41 -0.13
H -2.248 -1.433 3.526 -0.60 0.05 -0.36
C -3.997 -4.677 -0.195 -1.43 0.82 0.44
H 0.729 -4.336 -5.574 0.08 0.55 -0.38
H -1.775 -5.464 2.350 0.37 0.07 -0.32
H 7.658 -1.292 4.202 0.16 -0.61 -0.12
H -8.881 -0.612 3.721 -0.27 -0.80 0.24
H 3.433 5.170 4.136 -0.77 -0.25 0.23
H -1.405 0.799 1.756 0.04 0.18 -0.05
C -0.323 9.416 -0.955 -1.27 -0.01 -1.12
C -2.110 -4.925 1.464 -0.73 0.60 -0.58
C 5.385 -2.790 1.921 0.36 1.32 0.77
O 6.372 1.087 -4.184 1.18 -0.16 -1.91
C 0.601 6.671 -2.432 -0.77 0.30 -0.97
H -0.606 -2.128 -6.060 0.37 0.15 0.22
H 2.300 -5.664 -0.712 -1.02 0.27 -0.12
H -6.045 -1.567 6.184 -0.10 0.39 -0.20
O 4.659 -6.206 -1.408 -1.19 0.38 -0.06
N -0.659 7.580 -2.712 -1.02 1.51 -2.95
H -2.727 -3.899 -4.988 0.00 -0.63 -0.34
H 5.847 3.490 -3.368 0.24 -0.50 -0.69
H 3.013 2.630 -0.952 0.03 0.01 -0.46
C 2.217 4.928 -3.476 -0.26 0.01 0.52
H -8.083 -2.583 5.489 -0.33 0.61 0.32
C 1.894 -0.222 -6.093 -0.53 -0.50 0.63
H -8.331 -4.866 0.226 -0.17 -0.10 -0.19
C 3.587 -1.341 -4.898 -0.05 -0.28 -1.85
H 0.064 1.551 2.529 -0.42 0.15 0.27
H -0.364 3.274 -3.462 0.24 0.05 0.04
H -3.227 -0.603 -6.114 0.12 -0.06 -0.12
H 0.334 5.647 -4.223 0.37 0.06 -0.88
H -1.598 4.613 0.043 0.44 -0.53 0.17
O -3.881 2.458 6.528 -3.18 -1.32 0.36
H 7.134 -6.530 4.905 -0.37 0.05 0.42
C -7.199 -4.091 -2.325 -0.76 -0.08 0.69
H -2.016 -0.315 -4.861 0.12 -0.16 -0.04
H -0.935 1.563 -1.006 0.49 0.21 -0.16
H -0.085 0.085 -2.754 0.27 -0.12 -0.46
C -6.337 -4.065 0.534 1.03 0.53 -1.94
H -0.520 -4.288 -6.885 0.32 -0.69 -0.01
O -1.766 2.700 6.223 1.71 -0.58 -0.84
H 2.394 0.668 -5.710 0.05 0.21 -0.46
O 5.401 0.370 -2.387 -0.91 -1.53 1.91
C -1.043 2.644 -5.413 -0.69 -1.52 -2.98
H -3.643 0.291 -3.325 -0.50 0.64 0.50
C -4.237 -0.438 -0.094 -1.08 0.72 0.15
H 2.004 -5.369 -2.509 0.50 -1.18 -0.08
C 5.473 2.676 -2.748 -0.30 2.68 0.97
H 5.843 3.002 -1.776 0.12 -0.56 0.47
H -0.496 -1.385 2.078 0.30 0.16 0.29
C -4.416 1.047 0.291 0.59 -0.59 0.02
H -3.731 -1.855 -2.464 0.25 0.06 0.09
C 5.805 1.281 -3.114 -0.24 -0.14 -0.81
C -1.292 3.096 -4.006 0.60 0.16 1.40
H 4.477 -3.281 2.270 0.30 -0.51 -0.51
H 2.164 -4.018 -1.639 0.10 0.28 1.17
H -4.177 2.678 4.003 -0.34 0.26 0.07
H 5.327 -4.979 4.701 -0.12 0.27 0.01
H -3.871 -0.420 5.907 -0.59 -0.18 0.13
C -0.492 5.704 1.568 4.20 -0.66 0.57
O 4.705 -4.010 -1.615 -0.01 1.63 -0.44
H -2.816 -3.337 -2.987 -0.23 -0.01 0.22
H 0.823 10.373 -4.080 0.40 0.04 -0.08
N -4.941 -1.574 4.337 -1.27 1.31 -0.74
H 1.468 -6.104 3.223 -0.28 0.65 0.05
H 6.811 5.235 4.871 0.17 -0.49 -0.19
H -2.108 -3.847 1.627 0.08 0.08 0.28
C -2.449 -2.978 -5.499 -1.07 -1.42 2.29
H -5.281 -6.666 -1.361 -0.23 -0.90 0.29
C -0.365 8.639 -3.883 0.90 -0.55 2.29
O 3.229 1.458 3.904 1.38 2.42 -0.66
C 1.805 1.356 5.817 0.44 0.80 0.15
H 3.197 1.016 -0.403 -0.10 -0.42 -0.53
H -8.317 -3.228 0.810 0.19 -0.11 0.38
C 2.925 -6.848 4.468 0.19 -0.53 1.52
C 6.601 -6.430 3.960 0.76 -1.13 0.41
H -3.386 -2.163 5.654 -0.27 0.03 0.38
H 3.807 -4.391 -4.426 -0.02 0.57 0.37
H -4.407 1.663 -0.609 0.47 0.04 -0.06
H -5.129 -4.953 -2.616 -0.21 0.11 -0.24
H -6.968 -1.012 2.256 0.11 -0.20 -0.15
H 7.387 -6.734 3.268 -0.21 0.46 -0.74
H 1.847 4.241 -2.715 -0.25 0.00 0.04
H -2.568 2.220 3.649 0.46 -0.02 -0.03
O -0.287 1.656 -5.716 -0.34 0.93 1.81
H 5.355 6.169 4.600 -0.69 -0.57 1.02
C -5.819 -6.326 -0.476 -0.07 1.09 -0.90
O 3.042 -8.079 4.378 0.05 -0.78 -1.22
C -5.467 -0.271 3.634 0.80 0.26 -0.39
H -4.948 -2.378 -5.963 0.50 0.47 -0.15
H 0.634 11.132 -1.619 0.53 0.22 -0.73
H -7.915 -0.022 5.003 0.31 0.09 0.10
H 1.929 2.319 1.173 -0.31 0.11 0.16
C -3.514 -5.400 1.082 0.68 -0.61 -0.56
H -7.755 -5.028 -2.316 0.58 -0.62 -0.16
N 3.740 4.482 3.463 2.54 -0.43 -0.29
H 2.799 -6.626 2.325 0.54 0.32 -0.13
H 6.541 -2.773 -4.291 0.34 -0.17 0.04
C 4.090 -5.102 -1.541 0.54 -1.17 -0.71
H 1.551 9.254 -2.908 0.00 -0.32 -0.38
H 1.785 6.777 -4.388 -0.65 0.42 0.09
H -1.794 2.322 -3.426 -0.14 -0.24 -0.04
O -3.160 -1.019 0.095 1.03 -0.19 0.27
H -3.590 1.254 0.971 -0.17 0.71 -0.05
C 1.221 6.085 -3.763 -0.64 -1.19 1.70
C 4.199 -3.818 -5.266 -0.08 -0.79 -0.67
H 4.045 -0.357 -4.801 0.07 0.09 0.20
C 5.211 -2.167 4.415 0.78 -1.26 -1.68
H -0.950 9.957 -0.246 0.15 -0.09 0.24
H 6.830 3.129 2.613 -0.05 0.14 0.18
C 6.926 -3.921 3.603 -1.90 -0.58 -0.03
N 6.187 -2.609 3.262 0.59 0.81 1.39
H 1.811 -0.585 0.123 0.17 -0.22 0.39
H 7.348 7.304 1.922 0.96 0.10 0.26
H 0.590 -3.396 2.550 0.48 0.21 0.38
C -1.219 8.321 -1.507 -0.51 -0.38 -0.08
H -7.597 -2.897 3.945 0.24 0.10 -0.58
H 4.990 -4.437 -5.690 0.30 -0.03 0.16
H 2.503 1.438 6.650 -0.04 -0.04 0.20
N -3.299 -2.044 -4.591 0.36 1.85 -0.95
C -7.479 -2.126 4.706 -2.46 0.46 -1.65
H -1.607 7.571 -0.818 0.93 -0.18 0.49
C -2.929 -2.257 -3.084 -0.40 -0.25 -1.70
H 1.099 -0.431 -5.377 -0.29 0.16 0.13
H 7.593 -4.149 2.771 0.08 0.22 0.03
C 2.525 0.738 4.660 -0.39 0.88 -0.46
C -4.562 -2.571 3.244 -0.11 0.86 1.16
H -3.655 1.383 -4.733 0.14 0.10 0.17
H 5.812 -7.180 3.898 0.14 -0.19 0.28
H -5.492 -2.862 2.756 0.34 -0.09 0.01
H -4.814 -0.052 2.790 0.35 -0.33 0.10
C -1.040 -0.892 5.102 -1.59 -0.22 0.23
H 5.359 -2.235 -5.926 -0.66 0.77 -0.36
H 2.937 -5.026 3.248 -0.22 -0.01 -0.18
C -3.668 -1.218 5.192 0.47 -0.37 -0.85
C -0.329 -4.232 -5.814 -0.14 -0.14 0.07
H -0.629 -2.662 -4.374 -0.07 0.11 0.03
H -5.792 -1.413 -3.175 -0.08 0.12 0.21
C 5.934 -5.101 3.804 0.19 0.75 -0.37
H -2.888 3.897 3.948 0.07 0.08 0.51
C -4.790 -2.312 -4.887 -0.02 0.10 0.47
O 0.283 4.920 2.256 -2.09 0.30 -1.08
H 1.000 -0.849 -1.700 -0.07 0.11 0.15
O 3.005 -6.248 5.565 0.13 1.43 -0.14
H 5.643 3.984 1.642 0.20 0.07 -0.06
H -6.008 -4.539 1.459 -1.00 -0.28 0.06
H 5.233 -5.204 2.976 0.11 0.31 -0.12
H 1.196 2.133 -2.587 0.04 -0.13 -0.03
H -3.352 -6.448 0.829 -0.25 -0.19 -0.17
N 0.422 0.893 0.578 -0.56 1.74 -1.55
H -2.544 0.258 3.990 -0.33 -0.10 0.08
H 2.410 4.315 -4.357 -0.09 0.22 -0.13
H -7.382 -3.727 -3.336 0.50 0.31 0.02
C 0.577 0.138 -1.890 0.06 2.59 0.31
H 6.100 0.309 3.387 -0.47 0.03 -0.34
H 7.476 -3.806 4.537 0.15 0.44 -0.15
H 1.391 7.149 -1.852 -0.60 0.58 0.17
C 1.677 1.259 -2.146 0.89 -1.35 1.09
C 1.066 -2.881 1.715 -0.16 -0.12 0.02
C 6.096 -0.347 1.252 -1.62 -0.37 0.54
H -1.519 -5.082 0.561 0.66 -0.20 0.43
H 6.056 -3.379 1.295 -0.43 -0.18 -0.10
O 6.331 5.998 2.943 0.50 -1.98 0.10
C -0.568 1.488 1.644 1.95 -1.03 -1.09
H 0.054 5.992 -1.780 0.89 -0.84 -0.04
H -5.256 0.536 4.335 -0.47 0.01 0.30
H -2.167 8.744 -1.840 0.17 0.43 -0.51
H 1.414 -0.090 -7.062 0.37 0.15 0.04
C 5.206 4.086 3.756 0.26 0.10 0.31
C -0.362 0.660 -0.795 0.72 -1.75 2.24
H 0.000 8.093 -4.753 0.38 -0.08 0.37
C 4.691 -2.400 -5.081 0.11 -0.33 0.53
H 7.646 0.376 2.625 -0.05 0.64 -0.45
C -2.917 2.577 5.785 1.52 2.13 0.17
H 3.177 5.269 -3.091 0.02 0.27 -0.12
C 4.970 -1.451 1.255 0.55 0.46 -0.16
H -7.582 -2.274 -1.150 0.74 0.17 -0.12
H -0.888 10.998 -2.402 -0.22 -0.30 -0.19
H -1.650 6.536 -4.343 0.03 -0.41 0.26
H -4.141 -5.464 1.971 -0.52 0.67 -0.25
C 0.614 9.684 -3.261 -0.34 -0.19 -2.11
C -3.055 -0.592 -5.038 -0.03 -0.30 -0.59
C -5.429 0.201 -4.554 -0.66 -0.89 -0.01
H -5.507 -6.804 0.453 0.40 0.41 -0.19
C 0.000 10.420 -2.147 -0.35 -0.35 3.40
H -1.057 -0.325 6.033 0.09 -0.15 0.05
C 5.967 5.364 4.194 -0.13 1.30 -2.26
H -2.164 4.562 1.775 -0.40 -0.51 -0.47
H 3.702 4.877 2.535 -0.25 0.39 -0.33
H -6.893 -6.503 -0.538 0.10 0.27 -0.41
C 2.502 -5.053 -1.592 1.27 0.40 -0.20
H 1.605 2.371 5.475 -0.56 0.06 0.46
H -2.847 -3.098 -6.507 -0.03 0.83 0.01
H -2.505 5.894 0.671 0.15 0.48 0.36
H -8.994 -2.932 -1.575 -0.41 -1.20 0.08
H -1.314 9.056 -4.222 -0.10 0.22 0.58
H -0.372 -1.956 0.478 0.10 0.55 -0.43
H 2.400 0.826 -2.837 0.06 0.37 -0.19
H 1.077 -3.647 0.940 0.20 0.24 -0.32
H -0.760 -5.069 -5.263 -0.42 -0.12 -0.25
H -7.211 0.644 2.637 0.46 0.22 0.29
H -1.900 3.998 -3.934 -0.02 -0.12 -0.32
C -0.943 -2.916 -5.386 0.19 1.14 -0.09
H 6.816 -0.573 0.465 0.16 -0.04 0.16
H -0.156 -0.594 4.538 -0.39 0.44 -0.43
O 2.762 -1.344 -6.120 1.39 -0.15 1.20
C 7.273 -1.493 3.202 -1.97 -0.45 -1.41
H -5.842 -3.121 5.456 0.17 -0.09 0.17
H -5.189 -3.272 -1.972 -0.09 -0.02 0.13
N 5.705 -2.317 -3.954 -0.09 -0.27 -0.86
C -5.677 -4.247 -1.993 -1.38 -0.41 1.60
H 1.840 -0.069 1.846 -0.10 -0.21 0.29
N -5.475 -4.831 -0.542 -1.41 -1.01 0.66
H 3.459 -3.820 -6.066 -0.21 0.23 0.10
H 6.279 7.936 3.059 0.67 0.98 1.00
H 0.914 0.809 6.127 0.18 0.25 -0.12
C -8.005 -3.272 -1.266 2.12 0.94 -0.26
O 2.334 -0.422 4.388 -0.72 -3.58 -0.27
C -2.462 -0.764 4.360 2.01 -0.12 -0.24
H -3.856 -2.065 2.585 -0.42 -0.04 -0.30
H 4.643 -1.563 0.221 0.69 -0.88 -0.35
H -3.452 -4.979 -1.088 0.20 -0.23 0.19
H -1.957 5.912 -2.638 -0.20 -0.21 -0.42
H 4.868 -1.189 4.078 -0.44 -0.22 0.63
H 5.946 -1.356 -3.760 0.05 1.36 0.46
C 7.079 7.200 2.974 -1.82 -0.63 -0.86
C 5.765 3.344 2.516 -0.22 0.76 -0.05
H 2.096 -2.586 1.916 -0.06 -0.31 0.43
H 5.467 -2.779 -3.088 -0.91 -0.68 1.11
C -5.810 -1.259 -4.254 1.29 -0.87 0.19
H -0.860 -1.955 5.257 -0.08 -0.09 0.51
C -3.962 0.406 -4.361 1.08 -0.02 0.28
H 5.738 -2.212 5.368 0.19 0.39 -0.20
H 5.181 3.365 4.573 -0.40 0.16 0.11
H 0.915 2.946 -0.173 -0.79 -0.21 0.59
O -0.100 6.840 1.242 -0.70 1.18 -0.66
H -4.011 -3.386 3.713 -0.35 -0.24 0.03
H 3.994 -1.124 1.615 0.35 0.46 1.14
C -6.150 -2.098 5.238 4.58 -0.73 1.01
H 7.882 7.140 3.709 0.01 0.57 -0.17
H 5.259 2.406 2.289 -0.27 0.03 0.55
H 2.970 -1.558 -4.026 -0.05 -0.09 0.18